Entry 1:
DFT (ωB97M-V with the def2-TZVPD basis set) results for C2H2O2PYb as an isolated structure in a non-equilibrium geometry.

## Properties
HOMO energy (spin up / spin down) (eV): -19.13 / -18.68

The geometry in ORCA input format:
```
! RIJCOSX wB97M-V def2-TZVPD def2/J DEFGRID3
* xyz 2 2
P -0.293 -1.947 1.054
O 1.116 -1.352 1.310
C -0.179 0.713 -1.224
H -0.966 0.396 -1.921
H 0.386 1.568 -1.602
C -0.322 0.535 0.111
O -1.046 -0.684 0.369
Yb 1.304 0.771 1.902
*
```



Entry 2:
DFT (ωB97M-V with the def2-TZVPD basis set) results for a 2-piece molecular cluster, C2H2O2S overall in a non-equilibrium geometry.

## Properties
HOMO energy (eV): -10.08
ΔE to the lowest compared entry with this formula, charge and spin (kcal/mol): 7.3
SMILES: O=C=S.C=O

The geometry in ORCA input format:
```
! RIJCOSX wB97M-V def2-TZVPD def2/J DEFGRID3
* xyz 0 1
C 3.454 0.729 0.008
C 0.266 -0.356 -0.093
O 1.097 -1.162 -0.308
O 2.673 1.561 -0.167
S 4.280 -0.564 0.071
H 0.231 0.741 -0.591
H -0.588 -0.655 0.441
*
```



Entry 3:
DFT (ωB97M-V with the def2-TZVPD basis set) results for a single C2H2O2S2 molecule in a non-equilibrium geometry.

## Properties
HOMO energy (eV): -9.34
ΔE to the lowest compared entry with this formula, charge and spin (kcal/mol): 47.2

The geometry in ORCA input format:
```
! RIJCOSX wB97M-V def2-TZVPD def2/J DEFGRID3
* xyz 0 1
C 0.539 0.110 -0.342
C -0.717 -0.361 0.104
O 2.902 0.939 -0.399
O -1.499 0.610 0.740
S -1.296 -1.936 -0.068
S 1.871 0.411 0.493
H 0.661 0.061 -1.400
H -2.461 0.166 0.871
*
```



Entry 4:
DFT (ωB97M-V with the def2-TZVPD basis set) results for a single C2H2O2S2 molecule in a non-equilibrium geometry.

## Properties
HOMO energy (eV): -9.41
ΔE to the lowest compared entry with this formula, charge and spin (kcal/mol): 15.9
SMILES: O=C(S)C(O)=S

The geometry in ORCA input format:
```
! RIJCOSX wB97M-V def2-TZVPD def2/J DEFGRID3
* xyz 0 1
C 0.716 0.396 0.103
C -0.493 -0.491 0.113
H -0.388 1.931 0.311
H -2.722 -0.881 0.052
O 0.551 1.708 0.352
O -0.444 -1.658 0.411
S 2.128 -0.298 -0.238
S -2.070 0.244 -0.247
*
```



Entry 5:
DFT (ωB97M-V with the def2-TZVPD basis set) results for a 2-piece molecular cluster, C2H2O2S2 overall in a non-equilibrium geometry.

## Properties
HOMO energy (spin up / spin down) (eV): -7.70 / -7.70
ΔE to the lowest compared entry with this formula, charge and spin (kcal/mol): 35.0

The geometry in ORCA input format:
```
! RIJCOSX wB97M-V def2-TZVPD def2/J DEFGRID3
* xyz 0 3
C 0.290 0.312 0.258
C 1.375 -0.264 -0.095
O -3.646 -0.408 0.653
O 2.047 -1.157 -0.793
S 1.845 1.440 0.158
S -4.308 0.736 -0.027
H -0.660 0.360 0.798
H 3.058 -1.018 -0.951
*
```



Entry 6:
DFT (ωB97M-V with the def2-TZVPD basis set) results for a 2-piece molecular cluster, C2H2O3 overall in a non-equilibrium geometry.

## Properties
HOMO energy (eV): -10.47
ΔE to the lowest compared entry with this formula, charge and spin (kcal/mol): 2.5
SMILES: O=C=O.C=O

The geometry in ORCA input format:
```
! RIJCOSX wB97M-V def2-TZVPD def2/J DEFGRID3
* xyz 0 1
C 1.594 0.152 -0.055
C -2.048 -0.140 0.134
O -2.088 0.979 0.243
O -2.107 -1.278 -0.035
O 0.496 0.250 -0.491
H 1.857 -0.906 0.344
H 2.296 0.943 -0.139
*
```



Entry 7:
DFT (ωB97M-V with the def2-TZVPD basis set) results for C2H2O3Rh as an isolated structure in a non-equilibrium geometry.

## Properties
HOMO energy (spin up / spin down) (eV): -14.11 / -16.23

The geometry in ORCA input format:
```
! RIJCOSX wB97M-V def2-TZVPD def2/J DEFGRID3
* xyz 1 5
C -1.164 1.055 0.269
Rh -2.372 -0.453 0.469
H -1.096 1.838 -0.499
O -0.266 -1.359 -0.649
C 0.555 -0.508 -0.286
O 0.228 0.548 0.373
O 1.840 -0.855 -0.153
H 2.275 -0.265 0.476
*
```



Entry 8:
DFT (ωB97M-V with the def2-TZVPD basis set) results for a single C2H2O3S molecule in a non-equilibrium geometry.

## Properties
HOMO energy (eV): -10.38
ΔE to the lowest compared entry with this formula, charge and spin (kcal/mol): 40.7
SMILES: O=C(O)C(O)=S

The geometry in ORCA input format:
```
! RIJCOSX wB97M-V def2-TZVPD def2/J DEFGRID3
* xyz 0 1
C -1.031 -0.279 0.040
C 0.285 0.290 0.154
H 0.129 -1.628 -0.147
H 1.439 1.804 0.024
O -0.944 -1.571 -0.063
O -2.075 0.333 0.058
O 0.391 1.624 -0.095
S 1.806 -0.573 0.028
*
```